[1]
C19H39N6O4SeSn | the ωB97M-V functional and the def2-TZVPD basis

```
! RIJCOSX wB97M-V def2-TZVPD def2/J DEFGRID3
* xyz 1 1
Sn -0.79 -0.15 0.03
N 0.87 1.72 0.44
C -0.27 2.58 0.78
C -0.76 2.28 2.19
N -1.02 0.85 2.39
C 0.03 0.24 3.21
C -0.05 -1.29 3.19
N -0.29 -1.70 1.81
C -2.36 0.54 2.89
C -3.46 1.05 1.97
N -3.28 0.45 0.65
H 1.21 1.95 -0.49
H 1.65 1.92 1.07
H -0.04 3.65 0.70
H -1.07 2.35 0.07
H -0.01 2.63 2.92
H -1.66 2.86 2.36
H 0.98 0.54 2.79
H -0.03 0.60 4.25
H 0.91 -1.67 3.56
H -0.83 -1.65 3.85
H 0.36 -2.38 1.45
H -1.23 -2.10 1.68
H -2.46 -0.55 2.90
H -2.51 0.93 3.91
H -4.42 0.77 2.41
H -3.45 2.14 1.88
H -3.46 -0.56 0.71
H -3.94 0.80 -0.03
C 5.44 -2.72 -1.24
C 4.10 -3.31 -0.78
N 2.96 -2.56 -1.30
C 2.47 -3.01 -2.60
C 1.33 -4.02 -2.48
C 2.35 -1.58 -0.61
C 2.91 -1.22 0.74
N 1.34 -0.88 -1.03
H 6.26 -3.32 -0.86
H 5.56 -1.70 -0.88
H 5.50 -2.72 -2.33
H 4.07 -3.34 0.31
H 4.02 -4.33 -1.14
H 3.31 -3.46 -3.12
H 2.16 -2.14 -3.20
H 1.66 -4.89 -1.91
H 1.02 -4.35 -3.47
H 0.47 -3.58 -1.98
H 3.97 -0.97 0.69
H 2.80 -2.05 1.44
H 2.35 -0.36 1.11
H 0.96 -1.21 -1.91
O -2.99 -0.77 -1.44
Se -2.70 -2.22 -0.75
O -2.88 -1.96 0.86
O -1.03 -2.30 -0.86
O -3.45 -3.47 -1.33
C -1.11 1.36 -2.34
C -1.41 2.69 -2.01
C -0.40 3.69 -2.00
C -0.71 4.98 -1.66
C -2.03 5.32 -1.33
C -3.04 4.36 -1.37
C -2.74 3.06 -1.70
H -0.11 1.11 -2.68
H -1.90 0.63 -2.46
H 0.61 3.42 -2.28
H 0.05 5.74 -1.66
H -2.26 6.34 -1.06
H -4.06 4.65 -1.15
H -3.50 2.29 -1.74
*
```

The gap between HOMO and LUMO (alpha / beta) comes out at 6.17 / 5.76 eV. The value obtained for the LUMO energy (alpha / beta) is -4.53 / -4.87 eV. For the max |F|, the calculation gives 1.98 eV/A.

natural (NBO) atomic charge list, values in e, 6 entries: number 1, Sn, carries 1.703; number 2, N, carries -0.862; number 3, C, carries -0.261; number 4, C, carries -0.231; number 5, N, carries -0.486; number 6, C, carries -0.218

***

[2]
C4H9N3O2 | the ωB97M-V functional and the def2-TZVPD basis

```
! RIJCOSX wB97M-V def2-TZVPD def2/J DEFGRID3
* xyz 0 1
N -1.60 -1.50 0.31
C -1.90 -0.18 0.25
O -2.87 0.31 -0.27
N -1.19 0.58 1.42
O -0.30 1.06 2.11
H -0.98 -1.81 1.04
H -2.32 -2.16 0.05
C 1.18 -0.75 0.58
C 0.97 0.32 -0.26
C 0.73 0.23 -1.74
N 1.05 1.58 0.28
H 1.29 -1.73 0.14
H 1.77 -0.66 1.48
H -0.22 0.70 -1.98
H 0.71 -0.80 -2.07
H 1.52 0.76 -2.27
H 0.57 2.33 -0.19
H 1.58 1.71 1.13
*
```

The gap between HOMO and LUMO (alpha / beta) comes out at 7.84 / 7.49 eV. Its SMILES is NC(=O)N=O.C=C(C)N. The calculation puts the energy above the lowest of the compared OMol25 structures with the same formula, charge and spin at 137.81 kcal/mol. The value obtained for the LUMO energy (alpha / beta) is 0.04 / -0.31 eV. For the max |F|, the calculation gives 2.54 eV/A.

natural (NBO) atomic charge list, values in e, 6 entries: number 1, N, carries -0.824; number 2, C, carries 0.745; number 3, O, carries -0.562; number 4, N, carries 0.025; number 5, O, carries -0.206; number 6, H, carries 0.416

***

[3]
CH20O9 | the ωB97M-V functional and the def2-TZVPD basis

```
! RIJCOSX wB97M-V def2-TZVPD def2/J DEFGRID3
* xyz 0 1
O -0.09 -0.09 0.97
H 0.80 -0.43 0.90
H -0.13 0.40 1.80
H -0.35 0.46 0.24
C -0.76 2.62 -0.45
O -1.43 1.34 -0.68
H -1.69 3.36 -0.63
H 0.02 2.76 -1.28
H -0.41 2.69 0.62
O -1.53 -0.75 -2.59
H -2.29 -1.30 -2.16
H -1.84 0.03 -2.25
O 0.66 -3.64 1.34
H 0.23 -4.30 0.55
H 1.32 -3.31 0.66
O 0.73 -1.65 -1.53
H 1.18 -2.24 -2.16
H 0.13 -1.31 -2.16
O 2.26 0.80 -1.89
H 2.01 -0.15 -1.78
H 1.98 1.11 -2.69
O 0.48 1.07 3.37
H 0.67 0.35 4.11
H -0.16 1.77 3.84
O 2.86 -0.47 1.23
H 3.81 -0.01 1.08
H 3.17 -1.33 1.10
O -3.83 0.34 0.20
H -3.21 0.87 -0.30
H -4.56 1.01 0.54
*
```

The gap between HOMO and LUMO comes out at 7.20 eV. The calculation puts the energy above the lowest of the compared OMol25 structures with the same formula, charge and spin at 114.22 kcal/mol. The value obtained for the LUMO energy is -0.17 eV. For the max |F|, the calculation gives 5.84 eV/A.

natural (NBO) atomic charge list, values in e, 6 entries: number 1, O, carries -0.776; number 2, H, carries 0.544; number 3, H, carries 0.546; number 4, H, carries 0.553; number 5, C, carries -0.267; number 6, O, carries -1.050

***

[4]
H3OP | the ωB97M-V functional and the def2-TZVPD basis

```
! RIJCOSX wB97M-V def2-TZVPD def2/J DEFGRID3
* xyz 0 1
O -0.48 -1.92 0.37
P -0.08 -0.56 0.05
H -0.47 -0.12 -1.20
H -0.69 0.50 1.18
H 1.30 -0.31 0.10
*
```

The gap between HOMO and LUMO comes out at 11.28 eV. Its SMILES is O=[PH3]. The calculation puts the energy above the lowest of the compared OMol25 structures with the same formula, charge and spin at 9.12 kcal/mol. The value obtained for the LUMO energy is 0.68 eV. For the max |F|, the calculation gives 3.56 eV/A.

natural (NBO) charges in e: number 1, O, carries -1.085; number 2, P, carries 1.324; number 3, H, carries -0.079; number 4, H, carries -0.076; number 5, H, carries -0.084

***

[5]
C27H28Br3F3O6 | the ωB97M-V functional and the def2-TZVPD basis

```
! RIJCOSX wB97M-V def2-TZVPD def2/J DEFGRID3
* xyz 0 1
C -1.79 4.42 -1.75
C -0.32 4.28 -2.09
C 0.18 5.44 -2.98
O 1.33 5.94 -2.28
C 1.39 5.40 -1.05
O 2.16 5.72 -0.21
O 0.48 4.41 -0.91
H -2.02 5.38 -1.29
H -2.04 3.64 -1.03
H -2.39 4.27 -2.65
H -0.17 3.32 -2.58
H -0.57 6.21 -3.13
H 0.53 5.05 -3.94
C 3.87 -0.67 1.08
C 3.40 -0.23 -0.27
C 4.23 -0.79 -1.45
O 3.29 -1.29 -2.37
C 2.07 -1.40 -1.77
O 1.12 -1.86 -2.28
O 2.12 -0.91 -0.52
H 3.94 -1.76 1.15
H 3.22 -0.29 1.87
H 4.90 -0.34 1.28
H 3.21 0.83 -0.37
H 4.91 -1.57 -1.10
H 4.85 0.00 -1.86
F 2.88 3.90 -4.71
C 2.19 2.87 -4.20
C 2.39 2.49 -2.89
C 1.78 1.34 -2.41
C 0.98 0.57 -3.26
C 0.74 1.01 -4.55
C 1.31 2.18 -5.02
H 3.04 3.10 -2.28
H 1.98 1.00 -1.40
H 0.50 -0.32 -2.87
H 0.11 0.42 -5.21
H 1.18 2.50 -6.04
F -6.92 -5.43 0.73
C -5.89 -4.66 1.15
C -5.42 -3.67 0.32
C -4.27 -2.99 0.70
C -3.70 -3.19 1.93
C -4.24 -4.14 2.78
C -5.31 -4.92 2.37
H -5.83 -3.55 -0.67
H -3.94 -2.18 0.06
H -2.78 -2.68 2.19
H -3.76 -4.41 3.71
H -5.73 -5.74 2.94
F 2.03 -4.29 4.34
C 1.09 -3.37 4.63
C 0.15 -3.66 5.59
C -0.89 -2.77 5.80
C -0.91 -1.55 5.12
C 0.07 -1.28 4.16
C 1.09 -2.19 3.91
H 0.21 -4.59 6.15
H -1.66 -3.01 6.52
H -1.59 -0.76 5.40
H 0.08 -0.30 3.69
H 1.83 -2.13 3.13
C -0.81 0.64 0.05
Br -0.88 -1.06 0.93
Br -0.74 2.08 1.33
Br -2.36 0.85 -1.07
H 0.09 0.68 -0.55
*
```

The gap between HOMO and LUMO comes out at 9.25 eV. The calculation puts the energy above the lowest of the compared OMol25 structures with the same formula, charge and spin at 6.64 kcal/mol. The value obtained for the LUMO energy is 0.02 eV. For the max |F|, the calculation gives 1.66 eV/A.

natural (NBO) atomic charge list, values in e, 6 entries: number 1, C, carries -0.630; number 2, C, carries 0.062; number 3, C, carries -0.093; number 4, O, carries -0.492; number 5, C, carries 0.975; number 6, O, carries -0.579